Below is a 12-piece molecular cluster, C24H72O24 overall, with properties calculated with ωB97M-V with the def2-TZVPD basis set.

Calculated values
**Orbital gap**: 9.260 eV
**Energy**: -75184.9033 eV
**Molecular weight**: 744.816 g mol⁻¹
**Multiplicity**: 1
**ΔE to the lowest compared entry with this formula, charge and spin**: 6.419 eV
**E_HOMO**: -9.0 eV

Last column: Löwdin charge in e.
Cartesian coordinates (Å):
O 6.4640 -2.3677 -18.6876  -0.081
C 5.1429 -1.8607 -18.8321  -0.181
C 4.7712 -1.3370 -17.4155  -0.213
O 4.6042 -2.3614 -16.4447  -0.090
H 6.9939 -1.7303 -18.2035  0.055
H 5.0885 -0.9355 -19.4058  0.122
H 4.4213 -2.5540 -19.2644  0.118
H 3.8272 -0.7945 -17.4666  0.119
H 5.5425 -0.7012 -16.9807  0.102
H 5.3752 -2.8978 -16.2465  0.012
O 9.4552 0.6045 -15.1955  -0.030
C 8.7397 -0.6042 -15.0223  -0.251
C 8.1791 -1.1883 -16.2186  -0.292
O 7.9497 -0.2402 -17.1904  -0.036
H 10.3688 0.3111 -15.1681  0.104
H 9.2899 -1.3644 -14.4679  0.126
H 7.9698 -0.3468 -14.2949  0.121
H 7.2640 -1.7253 -15.9687  0.107
H 8.8248 -1.9681 -16.6225  0.126
H 8.3013 0.5525 -16.7786  0.086
O 6.8164 -10.1473 -21.4782  -0.088
C 6.9515 -9.4466 -22.7314  -0.198
C 6.6370 -7.9719 -22.4310  -0.208
O 7.3035 -7.3936 -21.2784  -0.053
H 6.2094 -10.8549 -21.7072  0.100
H 7.9969 -9.6060 -22.9957  0.114
H 6.4734 -9.9425 -23.5761  0.122
H 5.5545 -7.8499 -22.3926  0.116
H 7.0595 -7.5261 -23.3315  0.112
H 6.7923 -7.5276 -20.4770  0.047
O 5.8108 -6.4421 -12.0100  -0.090
C 4.4817 -6.8970 -11.6536  -0.207
C 3.7800 -7.7982 -12.6552  -0.215
O 3.0154 -7.0178 -13.5940  -0.061
H 6.3286 -6.4434 -11.2017  0.084
H 4.7836 -7.6813 -10.9595  0.111
H 3.9462 -6.1380 -11.0833  0.124
H 3.1380 -8.5124 -12.1396  0.121
H 4.5245 -8.4299 -13.1396  0.119
H 3.6986 -6.5211 -14.0504  0.046
O 8.4283 -4.6884 -12.2015  -0.092
C 8.7496 -3.4446 -11.4687  -0.181
C 10.1327 -3.4060 -10.7533  -0.274
O 10.1698 -3.9530 -9.4916  -0.048
H 7.4960 -4.8606 -12.3527  0.020
H 8.5213 -2.5029 -11.9679  0.093
H 8.1175 -3.3982 -10.5819  0.107
H 10.4334 -2.3588 -10.7204  0.118
H 10.9011 -3.9337 -11.3182  0.120
H 10.2878 -4.9039 -9.5494  0.095
O 10.5801 -6.5331 -16.9929  -0.064
C 9.5419 -5.7011 -16.5025  -0.243
C 9.9336 -4.8392 -15.2874  -0.190
O 10.9277 -3.9103 -15.7989  -0.097
H 10.4962 -6.6091 -17.9462  0.089
H 9.2778 -4.9774 -17.2736  0.112
H 8.7640 -6.4445 -16.3287  0.104
H 10.4721 -5.4648 -14.5756  0.113
H 9.1367 -4.3823 -14.7006  0.096
H 11.6062 -4.3604 -16.3075  0.074
O 7.1994 -11.0818 -16.8108  -0.069
C 6.7314 -9.7231 -16.8515  -0.186
C 6.7220 -9.4888 -18.4157  -0.246
O 5.6098 -9.9333 -19.1286  -0.079
H 6.9606 -11.4646 -15.9634  0.075
H 5.7457 -9.5160 -16.4347  0.112
H 7.3927 -9.0147 -16.3524  0.097
H 7.5911 -9.6503 -19.0535  0.123
H 6.5185 -8.4254 -18.5416  0.081
H 5.8584 -9.8487 -20.0520  0.020
O 6.1999 -4.3730 -15.6487  -0.078
C 5.6635 -5.5743 -16.2120  -0.166
C 5.2964 -5.6694 -17.7730  -0.178
O 6.5157 -5.5566 -18.5098  -0.077
H 6.2621 -4.3918 -14.6909  0.066
H 6.3672 -6.3869 -16.0319  0.101
H 4.7622 -5.9118 -15.7002  0.098
H 4.6118 -4.8779 -18.0778  0.104
H 4.7012 -6.5784 -17.8593  0.118
H 6.8922 -4.6930 -18.3250  0.060
O 7.3519 -2.5358 -21.3537  -0.108
C 8.6347 -3.0898 -21.6468  -0.225
C 9.0759 -3.0180 -23.0967  -0.216
O 9.4885 -1.6978 -23.5365  -0.062
H 6.9841 -2.7680 -20.4979  0.022
H 9.2908 -2.5136 -20.9944  0.120
H 8.5165 -4.0813 -21.2097  0.118
H 8.5910 -3.6400 -23.8491  0.116
H 9.9557 -3.6512 -22.9819  0.110
H 8.7686 -1.0889 -23.7167  0.081
O 3.3664 -3.1586 -11.5333  -0.047
C 4.3093 -2.1498 -11.6731  -0.229
C 5.2771 -2.4034 -12.8661  -0.217
O 5.7620 -3.6979 -12.7407  -0.097
H 2.5018 -2.8928 -11.8550  0.106
H 3.7279 -1.2638 -11.9283  0.125
H 4.9275 -2.0412 -10.7819  0.126
H 6.1927 -1.8500 -12.6575  0.109
H 4.8318 -2.1684 -13.8328  0.112
H 5.0881 -4.0394 -12.1483  0.060
O 3.3863 -3.0464 -23.7145  -0.061
C 3.2857 -3.8828 -22.5459  -0.215
C 4.6280 -4.4398 -22.0137  -0.216
O 4.5280 -5.2789 -20.8812  -0.077
H 3.2350 -3.6378 -24.4554  0.079
H 2.8839 -3.3500 -21.6841  0.115
H 2.6322 -4.6752 -22.9108  0.112
H 5.2375 -3.6148 -21.6452  0.096
H 5.2420 -4.8357 -22.8226  0.120
H 5.1348 -4.9258 -20.2264  0.054
O -0.5100 -6.4346 -21.2450  -0.082
C 0.7808 -6.3309 -20.5679  -0.233
C 1.5979 -7.5813 -20.5511  -0.183
O 2.9715 -7.3705 -19.9648  -0.095
H -0.9147 -5.5890 -21.0380  0.072
H 1.3270 -5.5183 -21.0470  0.096
H 0.4844 -6.0112 -19.5689  0.121
H 1.7442 -7.9168 -21.5778  0.111
H 1.1734 -8.4736 -20.0910  0.121
H 3.3769 -6.6767 -20.4900  0.010


Below is a 12-piece molecular cluster, C24H75N3O15 overall, with properties calculated with ωB97M-V with the def2-TZVPD basis set.

Calculated values
**Orbital gap**: 9.475 eV
**Energy**: -61282.0370 eV
**Molecular weight**: 645.870 g mol⁻¹
**Multiplicity**: 1
**E_HOMO**: -9.0 eV

Last column: Löwdin charge in e.
Cartesian coordinates (Å):
C 4.6134 5.3228 -1.2876  -0.098
O 3.9861 4.0726 -1.3866  -0.199
C 4.8461 2.9780 -1.4367  -0.232
C 4.1011 1.7085 -1.8009  -0.448
C 3.2044 1.3113 -0.6492  -0.058
N 5.0241 0.6315 -2.0732  0.044
H 5.3603 5.3728 -0.4806  0.094
H 3.8787 6.1193 -1.2420  0.080
H 5.2618 5.5059 -2.1667  0.093
H 5.7001 3.1220 -2.1205  0.126
H 5.3308 2.8145 -0.4576  0.135
H 3.4689 1.9021 -2.6724  0.140
H 2.4978 2.1111 -0.4424  0.060
H 3.8091 1.2244 0.2662  0.084
H 2.7704 0.3312 -0.8182  0.079
H 5.8776 0.9597 -2.5182  0.070
H 5.3440 0.1899 -1.2146  0.076
C 1.5319 -3.3273 -0.9446  -0.114
O 2.7175 -3.8458 -1.4648  -0.165
C 3.7527 -3.7862 -0.5264  -0.241
C 5.0120 -4.3377 -1.1381  -0.440
C 4.8666 -5.8063 -1.4801  -0.064
N 6.1214 -4.1005 -0.2078  0.028
H 0.7292 -3.5920 -1.6303  0.089
H 1.5811 -2.2521 -0.7564  0.077
H 1.2626 -3.8053 0.0117  0.078
H 3.9118 -2.7583 -0.1691  0.121
H 3.4454 -4.3831 0.3491  0.123
H 5.2506 -3.7470 -2.0250  0.144
H 5.8339 -6.1857 -1.8156  0.074
H 4.1316 -5.9710 -2.2700  0.077
H 4.5303 -6.4032 -0.6284  0.083
H 6.9901 -4.0340 -0.7265  0.066
H 6.2583 -4.9007 0.4039  0.068
C -4.2045 -0.0012 1.7585  -0.081
O -5.3793 0.1897 0.9736  -0.200
C -5.8016 -1.0255 0.3731  -0.204
C -7.1097 -0.8629 -0.3703  -0.425
C -7.7325 -2.2271 -0.6248  -0.073
N -6.8847 -0.1801 -1.6674  0.049
H -3.8839 0.9886 2.0833  0.094
H -3.3884 -0.4586 1.1772  0.086
H -4.3651 -0.6324 2.6386  0.092
H -5.0102 -1.4190 -0.2774  0.117
H -5.9656 -1.7970 1.1374  0.130
H -7.8031 -0.2917 0.2662  0.142
H -7.9620 -2.6489 0.3700  0.079
H -7.0856 -2.9794 -1.0735  0.079
H -8.7078 -2.1722 -1.1053  0.074
H -7.7767 0.1262 -2.0426  0.070
H -6.3126 0.6563 -1.5638  0.042
O 1.1349 7.0557 -1.0792  -0.075
C 0.0378 6.2633 -1.5699  -0.227
C 0.2086 4.8342 -1.0986  -0.222
O 0.9602 4.0042 -1.9665  -0.085
H 0.9512 7.9677 -1.3276  0.084
H -0.9603 6.6165 -1.2891  0.119
H 0.1048 6.2828 -2.6675  0.123
H -0.7489 4.3541 -0.8965  0.120
H 0.6951 4.9075 -0.1175  0.124
H 1.8987 4.2516 -1.9704  0.080
O -0.0976 -2.0847 2.7993  -0.081
C 1.1072 -2.3250 3.4717  -0.261
C 2.1259 -3.1962 2.7472  -0.227
O 1.6242 -4.5077 2.4380  -0.083
H 0.0813 -1.7679 1.8900  0.061
H 1.6355 -1.4099 3.7926  0.116
H 0.8525 -2.8517 4.4019  0.122
H 3.0042 -3.2852 3.4010  0.123
H 2.3894 -2.7789 1.7736  0.095
H 1.3001 -4.9254 3.2434  0.084
O -1.2964 1.9278 4.6835  -0.051
C -1.3403 0.6684 4.0268  -0.255
C -1.9138 -0.3917 4.9245  -0.228
O -3.2887 -0.1164 5.2727  -0.074
H -2.2027 2.2257 4.8179  0.086
H -1.9154 0.7620 3.0997  0.096
H -0.3189 0.3592 3.8132  0.095
H -1.2709 -0.4670 5.8118  0.124
H -1.9261 -1.3757 4.4477  0.107
H -3.7463 -0.9531 5.3546  0.074
C 2.0128 2.6658 3.0411  -0.151
O 2.4310 3.5978 4.0484  -0.122
H 2.7902 2.6992 2.2637  0.069
H 2.0195 1.6461 3.4151  0.071
H 1.0479 2.9626 2.6376  0.071
H 2.3873 4.4726 3.6519  0.070
C -0.2841 0.8101 0.6087  -0.099
O -0.1506 -0.5932 0.3475  -0.163
H -1.3343 1.1026 0.5548  0.070
H 0.1185 0.9373 1.6107  0.056
H 0.3361 1.3594 -0.1017  0.065
H -0.5858 -0.8431 -0.4912  0.036
C 0.2959 1.8500 -4.6261  -0.158
O 0.0096 1.6491 -3.2593  -0.142
H -0.6019 2.0460 -5.2216  0.077
H 0.9009 2.7522 -4.7909  0.079
H 0.8723 1.0228 -5.0442  0.079
H 0.4065 2.4032 -2.7891  0.036
C -3.4928 1.5638 -1.5885  -0.155
O -4.7128 1.9132 -0.9691  -0.150
H -2.8441 2.4324 -1.6880  0.072
H -2.9848 0.7286 -1.0941  0.058
H -3.7126 1.1660 -2.5916  0.078
H -4.8905 1.2411 -0.2520  0.035
C -2.2203 -1.7182 -2.7150  -0.111
O -1.0729 -0.9720 -2.2823  -0.148
H -1.9334 -2.6311 -3.2383  0.085
H -2.8314 -1.9180 -1.8332  0.054
H -2.8036 -1.0780 -3.3806  0.084
H -0.9131 -0.2252 -2.8815  0.061
C -2.2887 -3.4288 0.5912  -0.138
O -3.5852 -3.5020 -0.0179  -0.128
H -2.3300 -2.8783 1.5296  0.067
H -1.7487 -4.3591 0.8206  0.086
H -1.6032 -2.8985 -0.0866  0.057
H -3.4176 -3.7269 -0.9392  0.064